# 1
This record from the Open Molecules 2025 dataset describes a molecular structure, C27H25N3O4PdS2Sb. The level of theory is ωB97M-V/def2-TZVPD.

Charge ... +1
HOMO energy ... -0.4384 Ha
DFT total energy ... -72750.0013 eV
Kohn-Sham gap ... 8.48 eV

Element x y z (Å)
Sb -0.383 0.910 -0.051
Pd 1.180 -0.988 0.328
S -2.105 -2.852 -2.807
S 0.469 -1.979 -1.620
O 3.611 0.007 3.317
O 1.798 -0.133 2.032
O 6.942 -2.815 2.361
O 5.975 -1.174 3.519
N -1.909 -2.116 -0.374
N 2.866 -2.202 0.582
N 4.803 -3.174 0.729
C -3.317 -2.504 -0.419
C 0.586 2.776 0.064
C -3.021 1.835 1.259
C 1.780 5.270 0.239
C -2.868 0.077 3.412
C 3.634 -3.150 0.063
C -0.567 1.119 -3.073
C -1.945 0.956 1.365
C -1.163 1.112 -4.325
C -2.536 0.940 -4.441
C -1.344 0.954 -1.928
C 1.489 3.037 1.092
C -1.186 -2.280 -1.463
C -2.718 0.772 -2.049
C 2.994 -0.500 2.395
C 3.309 -4.091 -1.039
C -3.313 0.772 -3.305
C 2.082 4.288 1.173
C 3.582 -1.620 1.612
C -1.866 0.086 2.450
C 6.009 -2.085 2.573
C -3.948 0.940 3.291
C -4.021 1.822 2.220
C 4.796 -2.221 1.713
C 0.877 5.007 -0.781
C 0.276 3.760 -0.871
C -3.676 -2.655 -1.901
H -3.452 -3.439 0.127
H -0.433 3.569 -1.669
H -0.555 1.243 -5.210
H 1.737 2.274 1.819
H 0.637 5.772 -1.507
H -1.004 -0.567 2.567
H 4.041 -4.012 -1.842
H 2.249 6.242 0.308
H 5.111 -0.678 3.524
H -3.336 0.644 -1.166
H -4.385 0.651 -3.394
H 5.596 -3.785 0.583
H -2.797 -0.591 4.260
H -4.727 0.937 4.041
H -3.918 -1.731 0.061
H 2.785 4.491 1.970
H -4.296 -3.529 -2.079
H -1.463 -1.871 0.501
H -3.077 2.543 0.441
H 3.315 -5.118 -0.673
H -3.000 0.941 -5.419
H 2.324 -3.876 -1.438
H -4.179 -1.773 -2.290
H -4.854 2.508 2.139
H 0.506 1.255 -2.997

These are the natural (NBO) partial charges, in e, on atoms 1 to 5:
1 Sb 1.418
2 Pd 0.502
3 S 0.403
4 S 0.014
5 O -0.623

# 2
This record from the Open Molecules 2025 dataset describes a molecular structure, C34H53BrClFN4O20RbV in a non-equilibrium geometry. The level of theory is ωB97M-V/def2-TZVPD.

Charge ... 0
HOMO energy ... -0.2448 Ha
DFT total energy ... -194629.9419 eV
Kohn-Sham gap ... 0.84 eV

Element x y z (Å)
Rb 2.504 -4.898 -4.650
Br 3.199 -8.232 -7.004
V 2.620 7.930 -0.314
Cl 2.241 -9.567 -2.735
F -5.854 -2.669 10.367
O -5.922 1.508 4.126
O -4.703 5.694 7.561
O 4.438 -4.200 -6.595
O 4.934 -5.948 -3.586
O 6.331 -2.877 -2.241
O -6.412 -0.734 9.370
O -4.367 1.986 2.686
O 1.052 0.480 -5.766
O 0.723 3.480 -3.700
O -6.141 1.165 8.170
O -3.541 4.327 8.914
O 2.413 6.603 0.796
O 2.277 0.663 -0.333
O -3.765 1.573 4.840
O 2.816 9.248 -1.433
O 3.140 -1.307 0.647
O -1.080 0.801 -0.429
O 2.020 -7.930 0.581
O -4.636 -0.515 7.999
O -4.696 6.063 9.795
N 5.715 -3.723 -4.425
N -0.440 3.528 -3.047
N 3.776 -6.934 1.601
N 4.102 -8.235 -0.250
C -4.599 1.685 3.972
C 1.005 2.959 -1.053
C 2.089 -0.223 -5.056
C -2.298 0.842 2.124
C 4.385 -1.804 -3.626
C -4.470 -1.731 8.714
C 3.217 -7.756 -3.833
C -4.346 5.422 8.846
C -0.146 3.824 -1.614
C 3.866 -2.228 -5.031
C 2.690 -1.457 -5.815
C 1.912 -7.378 -4.736
C 4.282 -0.234 -1.432
C 6.056 -5.168 -4.134
C 0.213 5.312 -1.378
C -0.758 6.285 -2.035
C -0.939 5.961 -3.514
C -1.337 4.244 -5.303
C -5.862 -2.021 9.178
C -3.546 3.723 7.627
C -3.913 4.860 6.723
C -2.802 4.259 -3.363
C 5.591 -2.819 -3.242
C 4.710 -3.530 -5.508
C -1.362 3.433 -0.743
C 3.744 -0.609 -2.882
C 3.220 -7.714 0.640
C -6.301 1.115 5.446
C -2.989 2.175 2.333
C -5.763 0.074 8.486
C 2.583 0.182 -3.628
C 3.143 -0.241 -0.307
C 4.642 -7.133 -4.415
C -1.327 4.489 -3.772
H -1.060 3.162 0.270
H -0.379 4.479 -5.775
H 1.220 5.515 -1.765
H 2.085 -6.525 -5.507
H -1.878 2.563 -1.152
H -1.280 0.988 1.762
H 1.535 -8.352 -5.210
H 5.091 -8.069 -0.219
H -2.254 0.272 3.057
H 4.760 -6.745 1.668
H 4.727 0.830 -1.515
H -5.902 1.799 6.192
H -3.037 4.597 -2.357
H 2.336 -1.770 -6.850
H 3.725 -8.821 -0.980
H -3.477 4.815 -4.020
H 2.109 1.067 -3.076
H 1.133 3.130 0.018
H -2.847 0.233 1.404
H -7.390 1.142 5.505
H -2.475 2.783 3.083
H -4.074 -2.516 8.067
H -2.979 2.740 1.399
H -1.697 6.628 -3.937
H -2.083 4.244 -0.620
H -3.072 3.202 -3.442
H -4.484 4.532 5.852
H 0.257 5.519 -0.303
H 3.651 -2.054 0.257
H -1.724 6.272 -1.521
H 6.547 -5.647 -5.055
H -3.774 -1.574 9.542
H -0.004 6.198 -4.037
H -1.587 3.204 -5.535
H 5.445 -7.948 -4.257
H -2.082 4.878 -5.792
H 6.872 -5.159 -3.320
H -3.040 5.425 6.383
H 3.364 -8.954 -3.748
H -5.967 0.094 5.641
H 0.798 1.896 -1.197
H 3.153 -6.530 2.281
H -0.376 7.306 -1.932
H 3.042 -7.302 -2.763
H -0.148 0.607 -0.333
H 1.971 3.188 -1.513
H -6.470 -2.577 8.458
H 1.065 -7.013 -4.003
H 4.585 -6.903 -5.558
H -2.567 3.303 7.390
H 0.432 -0.237 -6.023
H -4.289 2.921 7.614
H 5.159 -0.912 -1.142

These are the Löwdin partial charges, in e, on atoms 1 to 5:
1 Rb 1.204
2 Br 0.128
3 V 0.954
4 Cl 0.447
5 F 0.079

Among the records above, which one has the highest Kohn-Sham gap?
C27H25N3O4PdS2Sb

What is the formula in the second record?
C34H53BrClFN4O20RbV

Among the records above, which one has the highest Kohn-Sham gap?
C27H25N3O4PdS2Sb

What is the charge in the second record?
0